Model w:
Computed, not measured: a cluster of 2 separate species, C11H13NO in total, with wB97M-V/def2-TZVPD.

2S+1 ... 1
Lowest unoccupied orbital energy ... 0.327 eV
Frontier orbital gap ... 0.329 hartree

Each line ends with the natural charge from an NBO analysis.
Element x y z (Å)
C1 -2.432 -1.913 1.074  -0.590
C2 -2.050 -1.462 -0.291  -0.489
C3 -1.520 -0.125 -0.335  0.048
C4 -2.365 1.029 -0.189  -0.269
C5 -1.648 2.210 -0.015  -0.174
C6 -0.160 2.285 0.019  -0.223
C7 0.606 1.189 -0.372  -0.033
C8 2.139 1.342 -0.318  -0.471
C9 2.070 0.954 1.191  -0.565
C10 -0.067 -0.042 -0.664  0.119
C11 1.736 -1.732 -0.295  0.872
H1 -1.494 -1.869 1.836  0.205
H2 -2.952 -2.977 1.021  0.225
H3 -3.304 -1.170 1.393  0.209
H4 -3.106 -1.329 -0.468  0.214
H5 -1.388 -2.106 -1.093  0.256
H6 -3.366 0.549 -0.542  0.247
H7 -2.095 3.132 0.196  0.210
H8 0.294 3.365 0.247  0.235
H9 2.713 2.402 -0.463  0.233
H10 2.847 0.780 -0.956  0.247
H11 1.400 1.669 1.776  0.225
H12 3.230 0.927 2.154  0.162
H13 1.738 -0.129 1.278  0.202
N1 0.606 -1.373 -0.810  -0.580
O1 2.923 -2.005 0.057  -0.516

=====

Model x:
Computed, not measured: an isolated molecule of C11H13NO, with wB97M-V/def2-TZVPD.

2S+1 ... 1
SMILES string ... O=C1CCCN(c2ccccc2)C1
Lowest unoccupied orbital energy ... 0.668 eV
Frontier orbital gap ... 0.306 hartree

Each line ends with the natural charge from an NBO analysis.
Element x y z (Å)
C1 -0.899 1.841 -1.978  0.602
C2 -0.209 0.922 -3.057  -0.490
C3 -0.507 -0.494 -2.706  -0.404
C4 -0.100 -0.879 -1.331  -0.212
C5 -0.857 1.311 -0.523  -0.361
C6 0.306 -0.311 1.020  0.205
C7 0.261 0.389 2.309  -0.298
C8 0.852 -0.174 3.441  -0.176
C9 1.004 -1.629 3.407  -0.263
C10 1.003 -2.360 2.196  -0.189
C11 0.658 -1.766 0.978  -0.306
H1 -0.448 1.075 -4.051  0.231
H2 0.885 1.073 -2.840  0.222
H3 -0.073 -1.164 -3.553  0.222
H4 -1.572 -0.584 -2.781  0.197
H5 -0.716 -1.695 -0.983  0.203
H6 0.932 -1.365 -1.533  0.193
H7 -1.918 0.922 -0.478  0.198
H8 -1.176 2.143 0.142  0.272
H9 -0.337 1.293 2.422  0.221
H10 1.184 0.287 4.427  0.232
H11 1.220 -2.200 4.294  0.209
H12 1.285 -3.478 2.266  0.215
H13 1.004 -2.201 0.057  0.220
N1 -0.002 0.136 -0.282  -0.415
O1 -1.165 2.980 -2.244  -0.529

=====

Preferred: model x; penalty for the next structure: 332.7 kJ/mol.

=====

Model w:
Computed, not measured: an isolated molecule of C10H10N2O, with wB97M-V/def2-TZVPD.

2S+1 ... 1
Lowest unoccupied orbital energy (alpha / beta) ... 0.181 / 0.180 eV
Frontier orbital gap (alpha / beta) ... 0.283 / 0.283 hartree

Each line ends with the natural charge from an NBO analysis.
Element x y z (Å)
C1 1.147 -0.020 -3.094  -0.239
C2 0.635 1.326 -2.828  -0.190
C3 1.618 -0.818 -2.117  -0.185
C4 -0.024 1.467 -1.663  -0.202
C5 1.846 -1.176 0.309  -0.238
C6 -0.472 0.498 0.570  -0.048
C7 1.343 -0.461 -0.711  -0.203
C8 0.191 0.478 -0.593  -0.042
C9 1.872 -0.280 2.609  0.812
C10 -1.691 -0.619 2.135  -0.428
N1 0.600 -0.014 2.691  -0.485
N2 -0.256 -0.448 1.714  -0.241
O1 2.897 -0.190 3.128  -0.504
H1 1.165 -0.281 -4.198  0.213
H2 0.648 1.992 -3.720  0.221
H3 2.079 -1.787 -2.181  0.216
H4 -0.562 2.267 -1.349  0.201
H5 2.709 -1.780 0.277  0.169
H6 -1.205 1.265 0.593  0.171
H7 -2.469 -0.824 1.408  0.242
H8 -1.624 -1.420 2.899  0.204
H9 -1.911 0.170 2.793  0.171
H10 0.255 0.525 3.390  0.385

=====

Model x:
Computed, not measured: an isolated molecule of C10H10N2O, with wB97M-V/def2-TZVPD.

2S+1 ... 1
SMILES string ... C=C[C@](O)(C#CC)c1ncccn1
Lowest unoccupied orbital energy ... 0.416 eV
Frontier orbital gap ... 0.337 hartree

Each line ends with the natural charge from an NBO analysis.
Element x y z (Å)
C1 0.573 0.318 -2.537  0.040
C2 0.345 -0.177 -1.484  -0.075
C3 -0.521 1.863 2.909  -0.311
C4 0.700 1.205 2.612  0.087
C5 -1.531 1.707 1.894  0.083
C6 -0.300 0.038 0.998  0.447
C7 0.242 -3.329 0.310  -0.392
C8 0.656 -2.054 0.271  -0.197
C9 0.807 1.104 -3.685  -0.691
C10 -0.195 -1.078 -0.454  0.206
N1 0.810 0.320 1.661  -0.484
N2 -1.392 0.773 0.919  -0.510
O1 -1.451 -1.390 -0.878  -0.693
H1 -0.566 2.674 3.690  0.234
H2 1.635 1.382 3.201  0.202
H3 -2.201 2.569 1.838  0.206
H4 0.942 -4.052 0.807  0.203
H5 -0.658 -3.541 -0.123  0.208
H6 1.557 -1.712 0.587  0.222
H7 -0.013 0.997 -4.407  0.237
H8 0.789 2.124 -3.303  0.240
H9 1.778 0.900 -4.244  0.236
H10 -2.003 -0.639 -0.582  0.503

=====

Preferred: model x; penalty for the next structure: 265.8 kJ/mol.

=====

Model w:
Computed, not measured: a structure of composition C4H9BO2, with wB97M-V/def2-TZVPD.

2S+1 ... 1
Lowest unoccupied orbital energy ... 0.659 eV
Frontier orbital gap ... 0.405 hartree

Each line ends with the natural charge from an NBO analysis.
Element x y z (Å)
B1 -0.730 -0.100 0.335  0.939
C1 1.030 0.043 -0.715  0.800
C2 -1.904 0.843 -0.277  -0.967
C3 -0.803 -0.655 1.848  -0.976
C4 2.293 -0.235 -1.404  -0.720
O1 0.071 -0.796 -0.722  -0.620
O2 0.825 1.013 0.088  -0.591
H1 -1.487 1.550 -0.939  0.225
H2 -2.266 1.477 0.572  0.226
H3 -2.574 0.309 -0.894  0.234
H4 -0.856 0.213 2.323  0.235
H5 0.024 -1.276 2.059  0.223
H6 -1.619 -1.197 2.339  0.246
H7 2.289 -1.240 -1.696  0.240
H8 2.576 0.354 -2.241  0.254
H9 3.130 -0.302 -0.675  0.255

=====

Model x:
Computed, not measured: an isolated molecule of C4H9BO2, with wB97M-V/def2-TZVPD.

2S+1 ... 1
Lowest unoccupied orbital energy ... 0.601 eV
Frontier orbital gap ... 0.376 hartree

Each line ends with the natural charge from an NBO analysis.
Element x y z (Å)
B1 0.671 -0.119 0.288  0.577
C1 -0.624 0.662 -0.145  0.626
C2 0.757 -0.402 1.903  -0.897
C3 2.022 -0.041 -0.639  -0.931
C4 -2.610 0.833 -1.456  -0.282
O1 -0.694 -0.823 -0.333  -0.665
O2 -1.529 1.377 -0.605  -0.438
H1 1.495 0.221 2.361  0.221
H2 0.958 -1.419 1.945  0.223
H3 -0.235 -0.348 2.261  0.212
H4 2.987 0.071 -0.131  0.236
H5 1.772 0.622 -1.498  0.220
H6 2.187 -1.071 -1.178  0.232
H7 -3.462 1.577 -1.399  0.215
H8 -2.824 -0.187 -1.137  0.236
H9 -2.176 0.914 -2.558  0.214

=====

Preferred: model w; penalty for the next structure: 273.0 kJ/mol.

=====

Model w:
Computed, not measured: a cluster of 2 separate species, C12H20O in total, with wB97M-V/def2-TZVPD.

2S+1 ... 1
SMILES string ... CCc1ccc(O)cc1.CC(C)C
Lowest unoccupied orbital energy ... 0.819 eV
Frontier orbital gap ... 0.337 hartree

Each line ends with the natural charge from an NBO analysis.
Element x y z (Å)
C1 -2.057 0.807 1.089  -0.413
C2 -2.451 0.225 -0.281  -0.609
C3 -1.177 2.058 0.978  -0.039
C4 -0.367 2.305 -0.127  -0.203
C5 -1.095 2.901 2.078  -0.183
C6 0.307 3.523 -0.219  -0.293
C7 -0.272 4.032 2.073  -0.258
C8 0.309 4.390 0.863  0.290
O1 0.802 5.674 0.806  -0.669
H1 -2.941 1.132 1.635  0.207
H2 -1.500 0.070 1.657  0.209
H3 -3.324 -0.417 -0.164  0.214
H4 -0.329 1.618 -0.958  0.213
H5 -1.564 2.625 3.016  0.209
H6 0.980 3.599 -1.068  0.212
H7 -0.102 4.649 2.942  0.226
H8 1.228 5.803 -0.051  0.476
H9 -1.607 -0.321 -0.692  0.203
H10 -2.765 1.040 -0.932  0.208
C9 1.354 -2.955 -0.702  -0.203
C10 -0.106 -3.216 -0.287  -0.610
C11 2.354 -4.060 -0.260  -0.606
C12 1.481 -2.766 -2.225  -0.611
H11 1.745 -2.044 -0.242  0.188
H12 -0.179 -2.977 0.771  0.212
H13 -0.335 -4.253 -0.543  0.202
H14 1.812 -5.006 -0.302  0.200
H15 3.242 -4.031 -0.875  0.207
H16 2.677 -3.899 0.771  0.205
H17 0.882 -1.901 -2.544  0.199
H18 2.508 -2.430 -2.396  0.205
H19 1.195 -3.589 -2.873  0.206
H20 -0.707 -2.587 -0.937  0.206

=====

Model x:
Computed, not measured: a cluster of 2 separate species, C12H20O in total, with wB97M-V/def2-TZVPD.

2S+1 ... 1
SMILES string ... CCc1ccc(O)cc1.CC(C)C
Lowest unoccupied orbital energy ... 0.792 eV
Frontier orbital gap ... 0.337 hartree

Each line ends with the natural charge from an NBO analysis.
Element x y z (Å)
C1 -0.461 2.555 0.202  -0.411
C2 0.409 2.826 -1.065  -0.606
C3 0.335 2.100 1.421  -0.047
C4 1.641 1.603 1.311  -0.199
C5 -0.411 1.641 2.516  -0.174
C6 2.178 0.748 2.285  -0.293
C7 0.052 0.667 3.394  -0.263
C8 1.344 0.157 3.214  0.294
O1 1.707 -0.835 4.066  -0.670
H1 -1.083 3.415 0.322  0.208
H2 -1.181 1.758 -0.011  0.204
H3 1.097 3.648 -0.870  0.207
H4 2.158 1.837 0.402  0.211
H5 -1.383 2.078 2.647  0.204
H6 3.271 0.575 2.294  0.211
H7 -0.656 0.281 4.119  0.226
H8 2.660 -0.852 4.204  0.480
H9 -0.308 3.009 -1.867  0.216
H10 1.023 1.923 -1.210  0.200
C9 -1.547 -2.497 -3.181  -0.208
C10 -1.980 -1.103 -3.771  -0.610
C11 -2.264 -3.621 -3.921  -0.618
C12 -0.005 -2.716 -3.319  -0.598
H11 -1.687 -2.483 -2.096  0.191
H12 -2.969 -1.290 -4.189  0.201
H13 -1.312 -0.914 -4.612  0.206
H14 -3.109 -4.012 -3.370  0.212
H15 -2.754 -3.155 -4.790  0.203
H16 -1.615 -4.455 -4.156  0.208
H17 0.510 -2.022 -2.669  0.205
H18 0.224 -3.755 -3.087  0.202
H19 0.275 -2.549 -4.374  0.193
H20 -2.000 -0.390 -2.944  0.212

=====

Preferred: model w; penalty for the next structure: 59.3 kJ/mol.